{"formula": "C5H5NO", "method": "the ωB97M-V functional and the def2-TZVPD basis", "relative_energy_kcal_mol": 124.62, "charge": 0, "homo_lumo_gap_ev": [8.979, 8.978], "e_homo_ev": [-9.036, -9.036], "elements": ["O", "C", "C", "C", "C", "C", "N", "H", "H", "H", "H", "H"], "xyz": [[1.7229, 0.3252, 1.0217], [0.6893, -0.0819, 1.4723], [0.1895, -0.8105, 2.7121], [-1.0374, -0.1796, 2.5642], [-0.7434, -0.1506, 1.1923], [0.3131, 0.2541, -2.8328], [0.3051, -0.1595, -1.6362], [-1.9278, -0.0685, 3.1683], [-1.2512, -0.6093, 0.3448], [1.1131, 0.8551, -3.2817], [-0.5283, 0.0056, -3.4846], [1.1399, 0.1478, -1.1280]]}